No. 1
{"formula": "C37H30N3NiOP2Se", "method": "ωB97M-V/def2-TZVPD", "elements": ["Ni", "O", "C", "C", "C", "C", "C", "C", "C", "P", "C", "C", "C", "C", "C", "C", "C", "C", "C", "C", "C", "C", "H", "H", "H", "H", "H", "H", "H", "H", "H", "H", "H", "H", "H", "H", "C", "P", "C", "C", "C", "C", "C", "C", "C", "C", "C", "C", "C", "C", "H", "H", "H", "H", "H", "H", "H", "H", "H", "H", "H", "H", "H", "Se", "N", "C", "C", "C", "C", "N", "C", "N", "H", "H", "H"], "xyz": [[0.473, -0.500, -0.756], [1.984, -1.263, -1.714], [2.539, -0.460, -0.903], [3.295, -0.789, 0.355], [4.635, -1.160, 0.313], [5.347, -1.309, 1.497], [4.725, -1.074, 2.715], [3.383, -0.718, 2.757], [2.662, -0.565, 1.576], [0.885, -0.143, 1.445], [0.245, -0.625, 3.078], [0.382, -1.959, 3.470], [-0.104, -2.379, 4.697], [-0.744, -1.475, 5.538], [-0.901, -0.155, 5.145], [-0.410, 0.271, 3.916], [0.821, 1.705, 1.422], [1.896, 2.621, 1.867], [1.923, 3.893, 1.466], [0.920, 4.431, 0.480], [-0.386, 3.605, 0.335], [-0.264, 2.205, 0.829], [5.112, -1.359, -0.642], [6.387, -1.611, 1.466], [5.284, -1.176, 3.637], [2.895, -0.560, 3.712], [0.878, -2.667, 2.813], [0.014, -3.412, 5.001], [-1.124, -1.803, 6.497], [-1.406, 0.548, 5.796], [-0.531, 1.305, 3.615], [2.653, 2.237, 2.542], [2.694, 4.567, 1.819], [0.721, 5.483, 0.671], [-1.311, 4.072, 0.671], [-1.068, 1.532, 0.544], [-1.762, -2.956, -0.018], [-1.394, -1.589, -1.166], [-2.977, -0.680, -1.189], [-3.335, -0.001, -0.020], [-4.525, 0.708, 0.052], [-5.370, 0.752, -1.050], [-5.024, 0.080, -2.213], [-3.833, -0.635, -2.286], [-1.303, -2.380, -2.803], [-0.972, -1.562, -3.885], [-0.915, -2.077, -5.169], [-1.163, -3.428, -5.384], [-1.459, -4.254, -4.313], [-1.533, -3.733, -3.026], [-2.655, -3.500, -0.323], [-1.919, -2.541, 0.978], [-0.905, -3.629, 0.020], [-2.680, -0.043, 0.846], [-4.798, 1.218, 0.968], [-6.299, 1.305, -0.998], [-5.688, 0.103, -3.068], [-3.578, -1.161, -3.198], [-0.744, -0.515, -3.707], [-0.667, -1.431, -6.001], [-1.116, -3.835, -6.386], [-1.640, -5.309, -4.477], [-1.768, -4.394, -2.201], [4.397, 1.879, -0.932], [3.524, 3.415, -1.013], [2.277, 3.195, -1.281], [1.217, 4.220, -1.061], [-0.210, 3.625, -1.248], [-0.310, 2.267, -1.851], [0.631, 1.388, -1.855], [1.893, 1.839, -1.523], [2.837, 0.973, -1.320], [1.442, 5.127, -1.617], [-0.904, 4.312, -1.726], [-1.275, 1.931, -2.230]], "forces_ev_per_a": [[1.117, -0.534, 1.330], [1.183, 0.218, -0.625], [-2.885, -0.671, 0.508], [0.351, 0.200, -0.415], [0.001, -0.129, 0.022], [-0.010, 0.012, -0.060], [-0.034, 0.016, 0.000], [0.015, 0.011, 0.012], [-0.023, -0.034, 0.152], [-0.020, 0.617, -0.606], [-0.093, -0.068, -0.061], [-0.034, 0.019, 0.003], [-0.006, 0.003, -0.015], [-0.004, -0.011, -0.019], [-0.005, 0.014, -0.033], [0.025, -0.014, 0.039], [0.210, -0.041, 0.242], [-0.092, -0.056, -0.054], [0.005, 0.020, -0.107], [0.041, -0.154, -0.047], [0.032, 0.008, -0.003], [-0.119, 0.013, -0.019], [-0.011, 0.019, 0.025], [-0.033, 0.007, 0.007], [-0.019, -0.016, -0.018], [-0.001, -0.018, -0.020], [-0.003, -0.002, 0.032], [-0.002, 0.028, -0.018], [0.012, 0.003, -0.021], [0.019, -0.008, -0.017], [-0.002, -0.012, 0.027], [-0.036, 0.027, 0.025], [-0.006, -0.046, -0.007], [-0.011, 0.035, -0.009], [0.005, 0.060, -0.033], [0.004, 0.006, -0.038], [0.001, 0.048, -0.012], [0.256, -0.247, -0.390], [0.007, 0.059, 0.107], [0.009, 0.009, -0.044], [0.050, -0.015, 0.007], [0.006, -0.006, -0.020], [0.010, 0.009, -0.001], [-0.025, 0.028, 0.005], [-0.116, 0.045, 0.002], [0.042, -0.040, 0.005], [-0.002, 0.020, 0.019], [0.003, 0.014, -0.002], [-0.002, -0.008, 0.047], [-0.049, -0.011, -0.025], [-0.005, -0.006, 0.040], [0.007, 0.003, 0.006], [-0.007, -0.004, 0.007], [-0.035, -0.005, 0.004], [0.008, -0.009, -0.014], [0.008, -0.018, -0.002], [0.029, 0.002, 0.015], [-0.007, 0.001, 0.032], [0.002, 0.000, -0.031], [0.001, -0.011, 0.018], [0.010, 0.009, 0.018], [0.008, 0.015, 0.014], [-0.023, 0.010, -0.033], [0.330, -0.268, -0.024], [-0.067, -0.025, -0.071], [-0.157, 0.368, -0.119], [0.015, -0.066, 0.134], [0.043, 0.109, -0.032], [-0.024, 0.034, 0.079], [-0.273, 0.333, -0.319], [-0.554, 0.282, 0.013], [1.036, -0.219, 0.290], [-0.095, 0.035, 0.013], [-0.025, -0.006, 0.004], [0.013, 0.010, 0.084]], "lowdin_charge": [-0.012, -0.031, -0.462, -0.224, -0.060, -0.053, -0.051, -0.058, -0.283, 1.108, -0.362, -0.107, -0.069, -0.072, -0.070, -0.081, -0.314, -0.060, -0.036, -0.154, -0.141, -0.092, 0.126, 0.115, 0.114, 0.115, 0.113, 0.110, 0.110, 0.109, 0.098, 0.110, 0.119, 0.149, 0.151, 0.086, -0.234, 0.961, -0.348, -0.122, -0.079, -0.080, -0.070, -0.073, -0.366, -0.113, -0.072, -0.075, -0.071, -0.077, 0.055, 0.037, 0.053, 0.089, 0.106, 0.107, 0.109, 0.102, 0.094, 0.107, 0.107, 0.108, 0.094, 1.286, -0.175, -0.318, -0.100, -0.121, -0.020, 0.135, -0.294, -0.133, 0.157, 0.153, 0.140], "de_lowest_ev": 3.3162, "e_homo_ev": [-9.90, -9.87], "charge": 1, "e_lumo_ev": [-4.16, -4.16]}

=====

No. 2
{"formula": "C37H30NO5PS5Ta", "method": "ωB97M-V/def2-TZVPD", "elements": ["Ta", "S", "C", "C", "C", "C", "C", "C", "S", "C", "C", "C", "C", "C", "C", "C", "S", "C", "C", "C", "C", "C", "C", "S", "N", "H", "H", "H", "H", "H", "H", "H", "H", "H", "H", "H", "H", "H", "H", "H", "O", "S", "O", "O", "O", "O", "P", "C", "C", "C", "C", "C", "C", "C", "C", "C", "C", "C", "C", "C", "C", "C", "C", "C", "C", "H", "H", "H", "H", "H", "H", "H", "H", "H", "H", "H", "H", "H", "H", "H"], "xyz": [[0.142, 1.233, 0.909], [-0.404, 0.615, 3.192], [-0.897, -1.084, 3.281], [-1.792, -1.416, 4.298], [-2.196, -2.728, 4.477], [-1.725, -3.731, 3.639], [-0.857, -3.406, 2.613], [-0.439, -2.090, 2.433], [0.648, -1.696, 1.105], [2.211, -2.415, 1.698], [3.245, -1.431, 2.179], [4.589, -1.785, 2.251], [5.482, -0.863, 2.765], [5.016, 0.378, 3.182], [3.663, 0.638, 3.053], [3.049, 1.953, 3.427], [2.192, 2.744, 2.039], [3.502, 2.744, 0.862], [4.575, 3.613, 1.031], [5.621, 3.595, 0.126], [5.578, 2.720, -0.953], [4.498, 1.874, -1.133], [3.444, 1.876, -0.220], [2.095, 0.783, -0.505], [2.805, -0.248, 2.560], [-2.165, -0.637, 4.949], [-2.885, -2.967, 5.276], [-2.043, -4.755, 3.779], [-0.499, -4.173, 1.935], [2.609, -3.028, 0.890], [1.942, -3.086, 2.515], [4.924, -2.758, 1.914], [6.535, -1.101, 2.834], [5.689, 1.128, 3.576], [3.799, 2.669, 3.761], [2.303, 1.838, 4.215], [4.581, 4.306, 1.863], [6.458, 4.268, 0.252], [6.389, 2.706, -1.669], [4.467, 1.209, -1.986], [-2.116, 1.733, 0.836], [-1.514, 3.084, 0.604], [-2.336, 4.221, 0.513], [-0.529, 2.782, -0.515], [-0.461, 3.038, 1.744], [-0.698, 0.096, -0.560], [-1.861, -0.034, -1.606], [-2.497, 1.464, -2.335], [-1.914, 1.898, -3.528], [-2.385, 3.039, -4.155], [-3.450, 3.742, -3.611], [-4.042, 3.310, -2.433], [-3.568, 2.179, -1.792], [-3.168, -1.032, -0.905], [-2.757, -2.184, -0.230], [-3.695, -3.066, 0.274], [-5.050, -2.813, 0.101], [-5.463, -1.683, -0.586], [-4.527, -0.795, -1.096], [-1.159, -1.000, -2.940], [0.217, -1.063, -3.131], [0.728, -1.790, -4.198], [-0.129, -2.449, -5.066], [-1.504, -2.387, -4.873], [-2.021, -1.665, -3.812], [-1.089, 1.355, -3.968], [-1.920, 3.377, -5.071], [-3.819, 4.630, -4.107], [-4.864, 3.864, -2.000], [-4.009, 1.876, -0.853], [-1.702, -2.397, -0.108], [-3.370, -3.955, 0.798], [-5.782, -3.505, 0.495], [-6.517, -1.490, -0.733], [-4.870, 0.065, -1.652], [0.887, -0.547, -2.458], [1.798, -1.840, -4.348], [0.273, -3.016, -5.896], [-2.173, -2.904, -5.548], [-3.094, -1.627, -3.662]], "forces_ev_per_a": [[0.281, -0.881, -0.538], [-0.243, 0.056, -0.253], [0.167, 0.024, 0.024], [-0.016, -0.056, 0.017], [-0.014, 0.036, 0.022], [-0.006, -0.001, -0.010], [-0.009, -0.032, -0.024], [-0.021, -0.004, 0.156], [0.014, 0.176, -0.005], [0.127, -0.045, -0.072], [-0.047, 0.035, 0.021], [-0.002, -0.004, 0.019], [0.025, 0.019, -0.005], [-0.007, -0.013, -0.057], [-0.030, 0.037, -0.032], [0.132, -0.016, 0.186], [-0.185, 0.022, -0.114], [0.060, 0.001, -0.016], [0.010, -0.007, -0.011], [-0.011, -0.014, -0.003], [0.008, 0.009, 0.003], [0.045, 0.012, -0.006], [0.028, -0.033, -0.009], [-0.121, 0.086, -0.137], [-0.020, -0.035, 0.061], [0.008, 0.009, -0.001], [0.002, 0.000, -0.002], [0.007, -0.002, -0.004], [-0.006, -0.002, -0.004], [-0.011, 0.039, -0.025], [-0.031, -0.013, -0.019], [-0.003, -0.001, -0.002], [-0.002, -0.003, 0.002], [0.001, -0.006, 0.011], [-0.014, -0.011, 0.020], [-0.050, -0.018, -0.057], [-0.010, -0.003, 0.003], [-0.002, 0.002, 0.004], [-0.001, -0.001, 0.001], [-0.032, -0.012, 0.011], [-0.353, 0.189, -0.100], [0.457, -0.218, 0.294], [-0.016, 0.020, -0.038], [0.037, 0.097, 0.129], [-0.383, 0.495, 0.191], [-0.199, 0.204, 0.062], [0.407, -0.156, 0.223], [-0.073, 0.026, -0.121], [0.022, 0.033, 0.036], [-0.002, 0.007, -0.005], [0.006, -0.008, -0.012], [0.012, 0.012, 0.008], [0.071, 0.043, 0.070], [0.009, -0.047, 0.102], [-0.014, 0.016, 0.064], [-0.007, 0.009, -0.003], [0.021, -0.009, 0.011], [0.003, -0.015, 0.005], [-0.055, 0.026, -0.072], [-0.041, -0.047, -0.014], [0.035, -0.039, -0.025], [0.010, 0.010, 0.014], [-0.028, 0.001, 0.001], [0.012, -0.007, -0.018], [0.014, 0.002, 0.002], [-0.002, -0.026, 0.010], [-0.005, -0.001, -0.002], [0.000, 0.002, 0.007], [0.000, -0.001, 0.002], [0.012, 0.002, 0.026], [-0.002, 0.018, -0.021], [0.005, 0.000, 0.017], [-0.005, 0.008, -0.001], [0.000, -0.001, -0.003], [0.032, -0.016, -0.009], [-0.014, 0.009, 0.008], [0.000, 0.000, -0.002], [0.000, 0.000, 0.000], [0.005, -0.001, -0.002], [0.004, 0.012, 0.016]], "lowdin_charge": [1.339, 0.694, -0.603, -0.101, -0.059, -0.073, -0.113, -0.546, 0.925, -0.324, -0.331, -0.006, -0.031, -0.001, -0.340, -0.332, 0.987, -0.525, -0.084, -0.064, -0.061, -0.100, -0.618, 0.661, 0.099, 0.107, 0.114, 0.112, 0.117, 0.090, 0.100, 0.120, 0.117, 0.121, 0.090, 0.084, 0.116, 0.112, 0.113, 0.107, -0.406, 0.371, -0.182, -0.399, -0.575, -0.609, 0.949, -0.279, -0.053, -0.050, -0.045, -0.048, -0.107, -0.265, -0.065, -0.054, -0.053, -0.054, -0.062, -0.289, -0.068, -0.058, -0.060, -0.059, -0.060, 0.112, 0.113, 0.115, 0.119, 0.105, 0.076, 0.107, 0.113, 0.114, 0.100, 0.043, 0.111, 0.111, 0.112, 0.116], "de_lowest_ev": 1.8046, "e_homo_ev": -10.62, "charge": 1, "e_lumo_ev": -3.82}

=====

No. 3
{"formula": "C37H31AsBr2ClN2O3Ru", "method": "ωB97M-V/def2-TZVPD", "elements": ["Ru", "Br", "C", "C", "C", "Br", "C", "C", "C", "C", "N", "C", "C", "O", "H", "H", "H", "H", "N", "C", "C", "C", "O", "O", "H", "H", "H", "H", "H", "H", "C", "C", "C", "C", "C", "C", "As", "C", "C", "C", "C", "C", "C", "C", "C", "C", "C", "C", "C", "H", "H", "H", "H", "H", "H", "H", "H", "H", "H", "H", "H", "H", "H", "H", "Cl", "C", "C", "C", "C", "C", "C", "C", "H", "H", "H", "H", "H", "H"], "xyz": [[0.886, 0.336, -0.165], [4.761, -0.086, 3.197], [3.117, 0.796, 3.421], [2.851, 1.467, 4.632], [1.672, 2.127, 4.821], [1.372, 3.025, 6.451], [0.690, 2.148, 3.798], [-0.554, 2.816, 3.862], [-1.401, 2.789, 2.791], [-1.037, 2.077, 1.637], [0.104, 1.422, 1.558], [0.982, 1.458, 2.610], [2.202, 0.771, 2.399], [2.387, 0.154, 1.237], [3.598, 1.459, 5.414], [-0.818, 3.354, 4.762], [-2.351, 3.303, 2.811], [-1.672, 2.049, 0.762], [1.949, 2.392, -0.604], [1.105, 3.509, -1.078], [0.546, 3.196, -2.446], [-0.419, 2.025, -2.495], [-0.935, 1.717, -3.550], [-0.658, 1.403, -1.360], [2.361, 2.624, 0.296], [2.730, 2.240, -1.239], [1.679, 4.437, -1.103], [0.296, 3.636, -0.360], [1.354, 2.989, -3.153], [0.019, 4.063, -2.847], [-2.021, -3.211, -4.429], [-2.263, -1.853, -4.292], [-2.015, -1.210, -3.086], [-1.532, -1.946, -2.007], [-1.256, -3.305, -2.152], [-1.505, -3.935, -3.363], [-1.158, -1.105, -0.316], [-0.953, -2.580, 0.913], [0.157, -2.635, 1.749], [0.274, -3.655, 2.687], [-0.720, -4.616, 2.791], [-1.835, -4.560, 1.961], [-1.955, -3.544, 1.027], [-2.757, -0.259, 0.342], [-3.523, 0.568, -0.473], [-4.639, 1.205, 0.053], [-4.981, 1.029, 1.387], [-4.207, 0.214, 2.201], [-3.091, -0.429, 1.682], [-2.221, -3.705, -5.371], [-2.633, -1.276, -5.130], [-2.130, -0.139, -3.030], [-0.850, -3.881, -1.330], [-1.294, -4.990, -3.471], [0.942, -1.889, 1.685], [1.141, -3.695, 3.333], [-0.630, -5.410, 3.520], [-2.612, -5.307, 2.046], [-2.831, -3.501, 0.391], [-3.250, 0.740, -1.502], [-5.238, 1.842, -0.584], [-5.854, 1.524, 1.791], [-4.470, 0.074, 3.242], [-2.494, -1.061, 2.327], [5.986, 2.153, -3.416], [4.729, 1.157, -2.805], [3.529, 1.062, -3.514], [2.521, 0.272, -3.017], [2.690, -0.445, -1.808], [1.608, -1.293, -1.338], [3.916, -0.336, -1.120], [4.926, 0.460, -1.615], [3.410, 1.600, -4.445], [1.581, 0.191, -3.553], [1.862, -2.086, -0.639], [0.908, -1.607, -2.103], [4.054, -0.869, -0.190], [5.869, 0.547, -1.093]], "forces_ev_per_a": [[0.389, 0.310, -0.436], [0.014, -0.012, -0.007], [0.173, 0.001, 0.214], [0.039, -0.042, -0.066], [0.002, 0.003, 0.008], [-0.025, 0.009, 0.010], [-0.087, 0.043, 0.026], [0.046, 0.021, 0.070], [-0.034, -0.006, -0.058], [0.085, 0.047, 0.080], [-0.141, 0.101, 0.136], [-0.271, 0.000, -0.188], [0.094, -0.217, -0.383], [-0.145, 0.092, 0.461], [0.015, -0.014, -0.014], [0.010, -0.005, -0.002], [0.008, -0.002, 0.001], [-0.018, -0.010, 0.001], [0.126, 0.125, 0.118], [0.065, -0.065, 0.082], [0.061, 0.118, -0.029], [-0.141, -0.183, 0.286], [-0.012, -0.006, -0.085], [0.148, 0.119, -0.322], [0.030, -0.007, -0.021], [-0.010, 0.077, -0.029], [0.003, 0.010, -0.022], [-0.009, 0.008, 0.008], [-0.015, 0.025, -0.020], [-0.012, 0.005, 0.004], [-0.002, -0.021, 0.002], [0.015, 0.047, 0.007], [0.086, -0.072, -0.046], [-0.062, -0.025, -0.004], [-0.052, -0.015, -0.045], [0.015, 0.016, 0.003], [-0.058, -0.519, 0.271], [-0.041, 0.020, 0.063], [-0.007, -0.063, 0.009], [-0.021, -0.004, -0.025], [0.007, 0.010, -0.002], [0.003, 0.006, 0.002], [0.009, -0.011, 0.031], [-0.003, 0.010, -0.054], [-0.074, 0.033, 0.068], [0.019, 0.006, 0.010], [0.012, -0.002, -0.007], [0.004, 0.011, 0.002], [-0.069, 0.025, -0.002], [0.006, 0.007, 0.001], [-0.006, -0.006, 0.003], [-0.039, 0.029, 0.022], [-0.014, 0.003, 0.000], [-0.005, 0.001, 0.000], [-0.003, 0.031, -0.020], [-0.004, 0.004, -0.001], [0.000, 0.005, -0.005], [0.005, 0.004, -0.001], [-0.002, 0.010, -0.005], [0.016, -0.016, -0.045], [-0.007, -0.006, 0.006], [0.005, -0.001, -0.002], [-0.002, 0.004, -0.004], [0.003, -0.013, -0.008], [0.060, 0.049, -0.026], [-0.034, -0.007, -0.019], [0.038, 0.008, 0.036], [-0.065, -0.027, 0.019], [-0.116, -0.078, -0.132], [-0.080, 0.002, 0.104], [0.010, 0.047, -0.002], [-0.026, 0.000, 0.019], [0.005, 0.001, 0.002], [0.014, -0.013, -0.006], [0.056, -0.009, -0.011], [0.009, -0.011, -0.022], [0.007, -0.016, -0.006], [0.001, 0.000, -0.006]], "mulliken_spin": [2.947, 0.005, 0.046, -0.019, 0.033, 0.003, -0.007, 0.013, -0.005, 0.030, 0.040, 0.005, 0.012, 0.214, 0.000, 0.001, 0.001, -0.001, 0.152, 0.004, 0.002, 0.028, 0.027, 0.122, -0.005, -0.010, 0.005, 0.003, -0.001, -0.001, 0.003, -0.004, 0.008, 0.003, 0.000, -0.002, 0.050, -0.039, 0.031, 0.005, 0.001, 0.000, -0.004, 0.002, 0.002, 0.000, 0.001, 0.000, -0.001, 0.000, 0.000, 0.004, 0.001, 0.000, -0.031, 0.000, 0.000, 0.000, 0.000, -0.002, 0.000, 0.000, 0.000, 0.000, 0.025, 0.134, -0.049, 0.135, -0.122, 0.094, 0.118, -0.068, -0.001, 0.010, 0.019, 0.022, 0.015, -0.001], "e_homo_ev": [-10.40, -10.84], "charge": 1, "e_lumo_ev": [-3.50, -4.86], "spin_multiplicity": 5, "s2": 6.046}

=====

no.,F_max (eV/A),total energy (eV)
1,3.01,-170332.7279
2,1.07,-115600.1239
3,0.66,-264017.1416